#1
An isolated molecule of C10H9NO, computed with the ωB97M-V functional and the def2-TZVPD basis.

Atoms and positions in Å:
H (3.804, 0.712, 1.196)
H (2.511, -2.002, 0.215)
C (1.962, 0.116, -0.073)
O (-1.005, 2.668, -0.222)
C (-0.449, 0.340, -0.079)
C (-0.831, -1.021, -0.129)
C (-2.766, 0.929, 0.141)
N (0.804, 0.885, -0.027)
C (-2.184, -1.479, -0.264)
C (3.337, 0.745, 0.074)
H (3.031, 1.851, 0.047)
H (-4.347, -0.580, 0.625)
H (-3.709, 1.455, 0.545)
H (0.651, -3.089, 0.263)
C (-3.088, -0.523, 0.183)
C (-1.374, 1.389, -0.084)
H (3.928, 0.557, -0.713)
C (1.598, -1.187, -0.076)
H (-2.282, -2.594, -0.987)
H (0.057, 2.735, -0.593)
C (0.351, -1.909, -0.042)

For the lowest unoccupied orbital energy, the calculation gives -0.0073 Eh. The HOMO energy comes out at -7.9 eV. The calculation puts the orbital gap at 7.7 eV.

Mulliken population analysis, charges in e, atoms 1 to 2: number 1, H, carries 0.255; number 2, H, carries 0.055

***

#2
An isolated molecule of C10H9NO, computed with the ωB97M-V functional and the def2-TZVPD basis.

Atoms and positions in Å:
H (0.905, 2.588, -3.108)
C (0.823, -0.647, -3.185)
O (1.187, -0.808, -4.335)
C (1.004, 0.553, -2.420)
N (0.598, 0.588, -1.216)
H (-1.209, -2.004, 0.269)
H (2.488, 2.109, -2.481)
H (1.934, 1.499, -4.053)
H (-2.268, -2.575, 2.420)
C (-1.089, -1.361, 1.128)
H (0.325, -1.460, -2.616)
H (-0.629, 0.954, 4.186)
C (0.286, 0.110, -0.196)
C (-1.679, -1.675, 2.334)
C (-0.754, 0.310, 3.328)
C (-0.325, -0.186, 1.011)
H (0.446, 1.537, 2.046)
C (-1.521, -0.843, 3.432)
H (-1.998, -1.098, 4.367)
C (-0.148, 0.641, 2.135)
C (1.622, 1.768, -3.048)

For the lowest unoccupied orbital energy (spin up / spin down), the calculation gives -0.0090 / -0.0090 Eh. The HOMO energy (spin up / spin down) comes out at -7.2 / -7.2 eV. The calculation puts the orbital gap (spin up / spin down) at 7.0 / 7.0 eV.

Mulliken population analysis, charges in e, atoms 1 to 2: number 1, H, carries 0.286; number 2, C, carries 0.002

***

In terms of stability, #2 leads; the second structure lies 3.281 eV higher.

***

#1
A cluster of 3 separate species, CHI3O in total, computed with the ωB97M-V functional and the def2-TZVPD basis.

Atoms and positions in Å:
I (1.677, -0.955, 0.965)
H (0.574, 1.947, -0.026)
I (-0.105, -2.744, 1.730)
O (-0.422, 0.120, -2.208)
C (-0.751, -0.279, -1.200)
I (-0.972, 1.910, 0.738)

For the lowest unoccupied orbital energy, the calculation gives -0.0633 Eh. The HOMO energy comes out at -9.3 eV. The calculation puts the orbital gap at 7.6 eV.

Mulliken population analysis, charges in e, atoms 1 to 2: number 1, I, carries 0.010; number 2, H, carries 0.085

***

#2
A structure of composition CHI3O, computed with the ωB97M-V functional and the def2-TZVPD basis.

Atoms and positions in Å:
C (0.704, -0.165, -0.302)
I (-0.714, -0.084, 1.362)
I (1.784, 1.704, -0.147)
O (-2.015, -0.096, 0.023)
I (1.997, -1.893, -0.341)
H (-1.756, 0.533, -0.594)

For the lowest unoccupied orbital energy (spin up / spin down), the calculation gives -0.0436 / -0.0436 Eh. The HOMO energy (spin up / spin down) comes out at -8.2 / -8.2 eV. The calculation puts the orbital gap (spin up / spin down) at 7.0 / 7.0 eV.

Mulliken population analysis, charges in e, atoms 1 to 2: number 1, C, carries -0.520; number 2, I, carries 0.583

***

In terms of stability, #1 leads; the second structure lies 4.060 eV higher.

***

#1
A cluster of 2 separate species, C6H16 in total, computed with the ωB97M-V functional and the def2-TZVPD basis.

Atoms and positions in Å:
H (-0.350, -1.829, -2.957)
H (1.091, -2.841, -1.477)
H (1.922, -1.358, -1.512)
H (0.129, -2.416, 0.684)
C (-0.114, 1.925, 0.867)
H (0.040, -0.181, -2.466)
H (-0.731, 0.330, -0.294)
H (0.448, -0.659, 0.582)
C (-0.150, -1.189, -2.084)
C (-0.197, 1.398, 2.263)
H (-1.027, 1.836, 2.803)
H (-2.116, 1.191, 0.398)
C (0.798, -1.652, 0.284)
H (-0.389, 0.307, 2.192)
C (-1.185, 1.350, -0.138)
H (0.909, 1.891, 0.477)
C (0.951, -1.782, -1.218)
H (0.746, 1.490, 2.795)
H (1.742, -1.821, 0.817)
H (-1.216, 1.935, -1.043)
H (-1.129, -1.222, -1.560)
H (-0.473, 2.998, 0.815)

Its charge is +1. For the lowest unoccupied orbital energy (spin up / spin down), the calculation gives -0.1019 / -0.3774 Eh. The multiplicity is 2. The HOMO energy (spin up / spin down) comes out at -15.2 / -15.1 eV. The calculation puts the orbital gap (spin up / spin down) at 12.5 / 4.9 eV.

Mulliken population analysis, charges in e, atoms 1 to 2: number 1, H, carries 0.342; number 2, H, carries 0.342

***

#2
A cluster of 2 separate species, C6H16 in total, computed with the ωB97M-V functional and the def2-TZVPD basis.

Atoms and positions in Å:
H (1.091, 2.481, -0.819)
H (0.798, -2.313, -1.684)
H (1.282, -3.576, -0.392)
C (0.136, -0.934, 1.049)
H (-0.010, 2.045, 1.037)
H (1.071, -1.169, 1.653)
H (0.558, -0.186, 0.373)
C (-0.319, 3.056, 0.794)
C (0.657, 3.449, -0.499)
H (-0.366, -3.053, 0.896)
H (0.187, 3.997, -1.288)
H (-1.875, -2.643, -1.484)
H (-2.382, -1.511, -0.204)
C (0.963, -2.541, -0.621)
H (1.479, 4.107, -0.222)
H (-1.250, 2.962, 0.447)
H (-1.162, -1.140, -1.540)
C (-1.454, -1.899, -0.768)
H (1.788, -1.959, -0.244)
C (-0.332, -2.162, 0.180)
H (-0.195, 3.839, 1.586)
H (-0.666, -0.851, 1.749)

Its charge is +1. For the lowest unoccupied orbital energy (spin up / spin down), the calculation gives -0.1098 / -0.3825 Eh. The multiplicity is 2. The HOMO energy (spin up / spin down) comes out at -14.5 / -14.5 eV. The calculation puts the orbital gap (spin up / spin down) at 11.5 / 4.0 eV.

Mulliken population analysis, charges in e, atoms 1 to 2: number 1, H, carries 0.203; number 2, H, carries 0.350

***

#3
A cluster of 2 separate species, C6H16 in total, computed with the ωB97M-V functional and the def2-TZVPD basis.

Atoms and positions in Å:
H (0.403, -0.590, 0.201)
H (0.380, 3.015, -0.138)
C (-0.260, -2.523, 0.841)
C (0.814, -1.358, 0.772)
H (-1.284, 1.949, -2.312)
H (0.126, 1.107, -1.650)
C (2.022, -1.994, 0.036)
H (2.094, -1.498, -0.973)
H (-1.150, -2.026, 1.300)
C (-0.637, 3.033, 0.212)
H (2.978, -1.751, 0.611)
C (-0.923, 1.277, -1.529)
H (-1.288, 0.212, -1.657)
H (1.138, -0.976, 1.703)
H (-0.566, 3.041, 1.299)
H (-0.908, 1.012, 0.679)
H (2.080, -3.051, -0.028)
H (-1.045, 3.921, -0.105)
H (-0.203, -2.879, -0.302)
C (-1.302, 1.717, -0.171)
H (-0.124, -3.507, 1.344)
H (-2.344, 1.871, -0.134)

Its charge is +1. For the lowest unoccupied orbital energy (spin up / spin down), the calculation gives -0.1165 / -0.3954 Eh. The multiplicity is 2. The HOMO energy (spin up / spin down) comes out at -14.4 / -14.4 eV. The calculation puts the orbital gap (spin up / spin down) at 11.2 / 3.6 eV.

Mulliken population analysis, charges in e, atoms 1 to 2: number 1, H, carries -0.363; number 2, H, carries 0.305

***

#4
A cluster of 2 separate species, C6H16 in total, computed with the ωB97M-V functional and the def2-TZVPD basis.

Atoms and positions in Å:
H (-1.583, -0.730, -1.752)
H (1.792, 1.870, 0.845)
H (-2.271, -1.096, -0.140)
H (-1.259, -3.165, -0.489)
C (-0.023, 2.755, 1.596)
C (1.030, -1.161, -1.324)
H (0.767, -0.316, -1.980)
H (1.221, -2.064, -1.908)
H (0.474, -3.440, -0.041)
H (-0.829, 3.417, 1.239)
H (-0.516, 1.897, 2.057)
C (-1.451, -0.608, -0.670)
H (-1.444, 0.460, -0.485)
C (-0.102, -1.385, -0.364)
H (0.525, 3.296, 2.356)
C (0.920, 2.390, 0.440)
H (0.458, 1.694, -0.263)
H (-0.697, -2.798, 1.112)
H (1.941, -0.815, -0.815)
C (-0.381, -2.774, 0.059)
H (0.177, -0.733, 0.560)
H (1.251, 3.304, -0.033)

Its charge is +1. For the lowest unoccupied orbital energy (spin up / spin down), the calculation gives -0.1116 / -0.3707 Eh. The multiplicity is 2. The HOMO energy (spin up / spin down) comes out at -15.1 / -15.1 eV. The calculation puts the orbital gap (spin up / spin down) at 12.1 / 5.0 eV.

Mulliken population analysis, charges in e, atoms 1 to 2: number 1, H, carries 0.410; number 2, H, carries 0.231

***

In terms of stability, #4 leads; the second structure lies 0.365 eV higher.

***

#1
An isolated molecule of C6H8O2, computed with the ωB97M-V functional and the def2-TZVPD basis.

Atoms and positions in Å:
C (-0.123, -1.050, 0.520)
H (0.197, 1.560, 1.409)
H (0.596, -0.294, -1.421)
C (-1.336, -0.473, 0.159)
H (-1.190, 0.961, -1.552)
C (-1.131, 1.067, -0.286)
C (0.156, 1.680, 0.349)
O (-2.373, -0.942, -0.150)
C (0.979, -0.415, -0.444)
O (1.434, 0.900, -0.170)
H (-2.143, 1.620, 0.085)
C (1.272, -1.771, -0.057)
H (1.307, -2.648, -0.739)
H (1.815, -2.059, 0.758)
H (0.090, -0.882, 1.480)
H (0.449, 2.746, 0.058)

For the lowest unoccupied orbital energy, the calculation gives 0.0299 Eh. The HOMO energy comes out at -9.3 eV. The calculation puts the orbital gap at 10.1 eV.

Mulliken population analysis, charges in e, atoms 1 to 2: number 1, C, carries -0.563; number 2, H, carries 0.304

***

#2
A cluster of 3 separate species, C6H8O2 in total, computed with the ωB97M-V functional and the def2-TZVPD basis.

Atoms and positions in Å:
H (-1.203, -2.079, 0.862)
H (-0.352, 3.066, -0.035)
C (0.015, -0.419, -0.222)
C (3.570, 0.047, -0.160)
C (-0.933, 2.037, -0.051)
O (0.000, 0.927, -0.683)
H (-2.013, -1.886, -1.138)
C (-1.322, -0.988, 0.527)
C (2.497, -0.608, -0.337)
H (0.977, -2.193, -0.315)
H (-1.565, -0.120, 1.241)
H (-1.059, 1.242, 1.196)
H (4.433, 0.984, 0.759)
O (-2.273, -0.889, -0.578)
C (1.108, -1.156, -0.348)
H (-1.880, 2.035, -0.717)

For the lowest unoccupied orbital energy, the calculation gives 0.0045 Eh. The HOMO energy comes out at -8.3 eV. The calculation puts the orbital gap at 8.4 eV.

Mulliken population analysis, charges in e, atoms 1 to 2: number 1, H, carries 0.323; number 2, H, carries 0.247

***

#3
An isolated molecule of C6H8O2, computed with the ωB97M-V functional and the def2-TZVPD basis.

Atoms and positions in Å:
H (3.006, -0.144, -0.699)
C (2.218, 0.148, 0.005)
H (0.388, 0.724, 1.454)
C (-1.790, -1.395, -0.217)
H (-2.754, -1.366, -0.830)
C (-1.217, -0.062, 0.154)
H (-2.049, 1.161, -1.571)
O (-1.265, -2.456, 0.052)
C (-1.643, 1.202, -0.499)
O (-2.306, 0.658, 0.591)
H (-0.122, -1.067, 1.655)
C (1.180, -0.560, -0.032)
H (2.375, 1.048, 0.595)
C (0.175, -0.261, 0.951)
H (1.115, -1.402, -0.634)
H (-1.253, 2.140, -0.393)

For the lowest unoccupied orbital energy, the calculation gives 0.0286 Eh. The HOMO energy comes out at -9.7 eV. The calculation puts the orbital gap at 10.4 eV.

Mulliken population analysis, charges in e, atoms 1 to 2: number 1, H, carries 0.248; number 2, C, carries -0.786

***

In terms of stability, #3 leads; the second structure lies 1.558 eV higher.